Below is a molecular structure, C4H6N2S2 in a non-equilibrium geometry, with properties calculated with the ωB97M-V functional and the def2-TZVPD basis.

Geometry as XYZ:
```
14
Properties=species:S:1:pos:R:3
C -0.604 0.218 -0.982
C 0.189 -0.989 0.729
C -0.773 1.409 -1.734
C 0.941 -1.163 1.956
N -1.386 -0.788 -1.064
N 0.360 0.144 0.040
S 1.425 1.457 0.165
S -1.072 -1.929 -0.020
H -0.420 2.264 -1.106
H -0.292 1.329 -2.744
H -1.892 1.426 -1.850
H 2.012 -1.196 1.674
H 0.893 -0.180 2.345
H 0.619 -2.003 2.592
```

Calculated values
E_LUMO = 0.25 eV
Multiplicity = 1
Largest force on an atom = 2.66 eV Å⁻¹
HOMO-LUMO gap = 0.300 hartree

Just the Mulliken charges please, in e? Sure, here they are: 0.470, 0.496, -0.875, -1.029, -0.449, -0.100, -0.368, 0.058, 0.329, 0.199, 0.307, 0.300, 0.322, 0.339

=====

Below is a gas-phase ion, C4H6N3 (charge +1) in a non-equilibrium geometry, with properties calculated with the ωB97M-V functional and the def2-TZVPD basis.

Geometry as XYZ:
```
13
Properties=species:S:1:pos:R:3
N -0.306 -1.811 3.039
C -0.220 -1.215 2.043
C -0.126 -0.575 0.765
N 0.820 -0.772 -0.107
C 0.697 0.157 -1.297
C -0.364 1.117 -0.701
N -0.961 0.351 0.385
H 1.390 -1.438 0.263
H 0.522 -0.490 -2.051
H 1.612 0.635 -1.467
H -0.049 2.013 -0.212
H -1.181 1.407 -1.449
H -1.834 0.621 0.788
```

Calculated values
E_LUMO = -5.11 eV
Total charge = +1
Multiplicity = 1
Largest force on an atom = 4.19 eV Å⁻¹
HOMO-LUMO gap = 0.384 hartree
SMILES string = N#CC1=[NH+]CCN1

Just the Mulliken charges please, in e? Sure, here they are: -0.201, -0.140, 0.678, -0.087, -0.434, -0.325, -0.118, 0.154, 0.339, 0.301, 0.321, 0.308, 0.205

=====

Below is a gas-phase ion, C4H6N3 (charge +1) in a non-equilibrium geometry, with properties calculated with the ωB97M-V functional and the def2-TZVPD basis.

Geometry as XYZ:
```
13
Properties=species:S:1:pos:R:3
C -2.673 0.209 0.098
N -1.444 0.342 0.089
C -0.225 0.434 0.089
N 0.790 -0.970 0.162
C 2.071 -0.344 0.075
N 1.900 1.033 0.113
C 0.721 1.442 0.100
H -3.253 0.502 1.010
H -3.154 -0.116 -0.819
H 0.253 -1.715 -0.250
H 2.634 -0.708 -0.927
H 2.961 -0.663 0.727
H 0.317 2.412 0.148
```

Calculated values
E_LUMO (spin up / spin down) = -5.76 / -5.76 eV
Total charge = +1
Multiplicity = 1
Largest force on an atom = 8.16 eV Å⁻¹
HOMO-LUMO gap (spin up / spin down) = 0.307 / 0.307 hartree
SMILES string = C=NC1=[NH+]CN=C1

Just the Mulliken charges please, in e? Sure, here they are: -0.151, 0.067, 0.478, -0.302, -0.338, -0.341, -0.270, 0.276, 0.290, 0.304, 0.284, 0.314, 0.387

=====

Below is a gas-phase ion, C4H6N3 (charge +1) in a non-equilibrium geometry, with properties calculated with the ωB97M-V functional and the def2-TZVPD basis.

Geometry as XYZ:
```
13
Properties=species:S:1:pos:R:3
H -0.022 -3.108 0.896
N -0.586 -2.250 0.686
N -0.025 -1.241 0.993
C -0.065 0.085 0.755
C 0.087 1.336 1.669
C -0.406 0.320 -0.502
N -0.448 0.054 -1.662
C -0.644 -0.210 -2.897
H -0.857 1.727 1.652
H 0.875 1.935 1.254
H 0.294 1.160 2.743
H -1.169 -1.139 -3.100
H -0.219 0.369 -3.649
```

Calculated values
E_LUMO (spin up / spin down) = -6.03 / -6.03 eV
Total charge = +1
Multiplicity = 1
Largest force on an atom = 3.83 eV Å⁻¹
HOMO-LUMO gap (spin up / spin down) = 0.272 / 0.272 hartree
SMILES string = [H]/N=N/C(C)=C=[N+]=C

Just the Mulliken charges please, in e? Sure, here they are: 0.311, -0.561, 0.251, 0.245, -1.173, 0.436, -0.023, -0.136, 0.385, 0.372, 0.345, 0.265, 0.282